(1)
The molecule C5H8O2 at a distorted geometry. Source: OMol25; level of theory: ωB97M-V/def2-TZVPD.

- ΔE to the lowest compared entry with this formula, charge and spin: 121.2 kcal per mole
- Gap between HOMO and LUMO: 0.3178 Eh
- HOMO energy: -7.9 eV
- Calculated total energy: -345.61183 Ha

```
! RIJCOSX wB97M-V def2-TZVPD def2/J DEFGRID3
* xyz 0 1
O -2.485 0.083 0.753
C -1.368 -0.548 0.341
C -0.796 -0.129 -1.011
C 0.625 0.126 -0.538
C 1.817 -0.516 -1.089
O 1.545 0.861 -1.319
C 0.410 0.433 0.905
H -2.618 0.904 0.247
H -0.531 -0.777 1.152
H -1.217 0.842 -1.343
H -0.928 -0.858 -1.827
H 2.670 -0.718 -0.440
H 1.728 -1.164 -1.963
H -0.035 1.406 1.110
H 1.165 0.113 1.635
*
```


(2)
The molecule C6H9NO at a distorted geometry. Source: OMol25; level of theory: ωB97M-V/def2-TZVPD.

- ΔE to the lowest compared entry with this formula, charge and spin: 144.5 kcal per mole
- Gap between HOMO and LUMO: 0.3703 Eh
- HOMO energy: -9.1 eV
- Calculated total energy: -363.79396 Ha

```
! RIJCOSX wB97M-V def2-TZVPD def2/J DEFGRID3
* xyz 0 1
C -1.870 -0.613 0.059
C -0.946 0.552 0.130
C 0.101 0.618 -0.983
C 0.396 0.948 0.821
C 1.231 -0.426 0.718
C 0.980 -0.556 -0.601
H -1.447 -1.588 0.016
H -2.309 -0.572 0.971
H -2.915 -0.515 -0.563
H -1.516 1.563 0.042
H -0.223 0.951 -1.946
H 0.272 1.446 1.700
H 1.312 -0.944 1.676
H 3.103 -1.041 -0.390
H 0.758 -1.374 -1.378
N 2.385 -0.148 -0.065
O 0.686 1.700 -0.208
*
```


(3)
The molecule C8H12O at a distorted geometry. Source: OMol25; level of theory: ωB97M-V/def2-TZVPD.

- ΔE to the lowest compared entry with this formula, charge and spin: 132.0 kcal per mole
- Gap between HOMO and LUMO (alpha / beta): 0.2859 / 0.2847 Eh
- HOMO energy (alpha / beta): -7.9 / -7.7 eV
- Calculated total energy: -387.05264 Ha

```
! RIJCOSX wB97M-V def2-TZVPD def2/J DEFGRID3
* xyz 0 1
C 1.127 0.500 0.335
C -1.151 -1.340 1.786
C 0.515 1.716 1.010
C -0.794 0.448 -1.593
C -0.968 -0.641 0.519
C -1.600 -0.233 -0.540
C 0.732 0.171 -1.458
C 1.166 -1.107 -1.804
O -1.227 1.105 -2.501
H -2.669 -0.298 -0.737
H 1.318 -0.353 0.982
H 2.107 0.789 -0.046
H 1.251 0.968 -1.991
H -2.204 -1.381 2.098
H -0.577 -0.867 2.590
H -0.788 -2.369 1.700
H -0.267 1.459 1.724
H 1.288 2.288 1.535
H 0.066 2.386 0.273
H 0.739 -1.983 -1.335
H 1.938 -1.258 -2.546
*
```


(4)
A structure of composition C13H15IrPSe2 at a distorted geometry. Source: OMol25; level of theory: ωB97M-V/def2-TZVPD.

- ΔE to the lowest compared entry with this formula, charge and spin: 3.9 kcal per mole
- Gap between HOMO and LUMO (alpha / beta): 0.2650 / 0.1722 Eh
- Expectation value of S²: 8.78
- HOMO energy (alpha / beta): -15.7 / -16.2 eV
- Calculated total energy: -5752.10057 Ha

```
! RIJCOSX wB97M-V def2-TZVPD def2/J DEFGRID3
* xyz 2 6
Ir 1.677 -2.223 -0.501
C 3.189 -5.878 -1.134
H 2.163 -6.348 -1.065
H 3.597 -5.753 -2.161
H 3.853 -6.581 -0.607
H 3.142 -4.904 -0.631
H 3.098 -1.532 -0.011
Se -0.052 -1.253 -2.007
P -0.370 -0.296 -0.098
Se 0.446 -1.832 1.542
C 0.609 1.253 -0.407
C 0.007 2.518 -0.283
C 0.714 3.676 -0.627
C 2.024 3.584 -1.100
C 2.630 2.334 -1.228
C 1.926 1.176 -0.885
C -1.979 0.208 0.644
C -3.234 -0.001 0.067
C -4.384 0.435 0.748
C -4.279 1.075 1.988
C -3.024 1.280 2.565
C -1.885 0.846 1.895
H -1.016 2.623 0.046
H 0.237 4.645 -0.544
H 2.564 4.478 -1.381
H 3.640 2.259 -1.612
H 2.402 0.224 -1.032
H -3.325 -0.495 -0.891
H -5.364 0.282 0.316
H -5.161 1.415 2.516
H -2.928 1.774 3.525
H -0.916 1.012 2.353
*
```